No. 1
DFT (the ωB97M-V functional and the def2-TZVPD basis) results for a 2-piece molecular cluster, C6H8F3NO3 overall in a non-equilibrium geometry.

Atoms and positions in Å:
C 0.115 1.364 0.714
C -2.308 -0.787 0.403
C -1.997 0.414 -0.475
C -0.976 -1.398 0.759
C -0.454 0.287 -0.615
C 3.496 -0.352 0.176
N 0.006 -0.888 -0.107
O -0.226 1.151 1.810
O 0.888 2.170 0.100
O 0.132 0.736 -1.820
F 4.109 0.850 0.089
F 3.385 -0.743 -1.095
F 4.392 -1.172 0.757
H -2.950 -0.552 1.184
H -3.023 -1.453 -0.228
H -2.543 0.252 -1.391
H -2.193 1.324 -0.067
H -0.630 -1.007 1.769
H -0.960 -2.528 0.784
H 0.838 2.067 -0.866
H 0.898 0.266 -1.882

Atoms 1-6, force components in eV/Å:
C -1.4405 -2.8956 -4.3002
C -1.6374 -1.3049 -2.4182
C 1.3800 -2.6035 -1.4859
C 0.3118 -1.2017 1.9565
C -0.7870 1.3458 1.4827
C 3.7019 0.2332 -1.5800

Calculated values
ΔE to the lowest compared entry with this formula, charge and spin: 69.0 kcal per mole
Largest force on an atom: 0.105 hartree/bohr
Calculated total energy: -813.33954 a.u.
Total charge: 0
Kohn-Sham gap (spin up / spin down): 0.34626 / 0.23693 Ha
HOMO (spin up / spin down): -10.0 / -8.2 eV

Results of the Mulliken charge analysis, in e, for atoms 1 through 2:
1 C 0.458
2 C -0.538

=====

No. 2
DFT (the ωB97M-V functional and the def2-TZVPD basis) results for an isolated ion of composition C6H8F4N and charge +1.

Atoms and positions in Å:
F -3.110 1.713 -0.926
C -2.073 0.907 -1.152
F -2.500 -0.372 -1.137
C -1.040 1.085 -0.015
F -1.548 0.575 1.139
F -0.849 2.409 0.176
C 0.337 0.443 -0.246
C 1.112 0.592 1.029
N 1.656 -0.508 1.393
C 1.492 -1.615 0.417
C 0.330 -1.090 -0.460
H -1.643 1.130 -2.136
H 0.849 0.971 -1.063
H 1.184 1.520 1.600
H 2.176 -0.606 2.263
H 1.315 -2.569 0.916
H 2.430 -1.696 -0.146
H 0.511 -1.372 -1.502
H -0.627 -1.517 -0.151

Atoms 1-6, force components in eV/Å:
F -0.1424 0.1100 0.1275
C 0.3530 0.0518 -0.1479
F 0.0074 -0.2150 -0.0193
C -0.0772 -0.0246 -0.0903
F 0.0058 0.0137 -0.1004
F 0.0740 0.1290 0.0019

Calculated values
Largest force on an atom: 0.009 hartree/bohr
Calculated total energy: -687.39591 a.u.
Total charge: +1
Kohn-Sham gap: 0.40100 Ha
HOMO: -15.9 eV
SMILES: FC(F)C(F)(F)[C@H]1C=[NH+]CC1

Results of the Mulliken charge analysis, in e, for atoms 1 through 2:
1 F -0.235
2 C 0.174

=====

No. 3
DFT (the ωB97M-V functional and the def2-TZVPD basis) results for one molecule with the formula C6H8FN in a non-equilibrium geometry.

Atoms and positions in Å:
C 0.212 -0.344 -2.835
C -0.104 -0.588 -1.714
C -0.521 -0.885 -0.336
N 0.496 -1.564 0.491
C 0.309 -0.619 1.599
C -0.590 0.321 0.669
C 0.077 1.580 0.270
F -1.863 0.542 1.147
H 0.461 -0.030 -3.812
H -1.415 -1.497 -0.245
H 1.341 -1.438 -0.047
H -0.271 -1.128 2.350
H 1.131 -0.099 2.075
H 0.097 2.269 1.159
H -0.412 2.086 -0.558
H 1.050 1.394 -0.214

Atoms 1-6, force components in eV/Å:
C 0.1673 0.3742 -0.5102
C -0.8780 -0.5439 1.2533
C -0.2250 0.3553 0.0772
N 0.9490 -0.0796 -0.8281
C -1.2369 1.0380 -0.5219
C 0.7505 -2.0592 0.5319

Calculated values
ΔE to the lowest compared entry with this formula, charge and spin: 63.5 kcal per mole
Largest force on an atom: 0.044 hartree/bohr
Calculated total energy: -387.93707 a.u.
Total charge: 0
Kohn-Sham gap: 0.37817 Ha
HOMO: -9.3 eV
SMILES: C#C[C@H]1NC[C@]1(C)F

Results of the Mulliken charge analysis, in e, for atoms 1 through 2:
1 C 0.346
2 C -1.158

=====

No. 4
DFT (the ωB97M-V functional and the def2-TZVPD basis) results for a 2-piece molecular cluster, C6H8FNO overall in a non-equilibrium geometry.

Atoms and positions in Å:
F -0.604 2.562 1.417
C -0.133 1.501 0.753
N 0.298 1.567 -0.444
C 0.883 0.436 -1.120
C 1.662 -0.429 -0.128
C 0.721 -0.639 1.002
C -0.122 0.264 1.538
H 1.505 0.813 -1.930
H -0.086 -0.043 -1.696
H 2.525 0.267 0.131
H 2.015 -1.397 -0.469
H 0.879 -1.645 1.385
H -0.704 -0.055 2.295
C -2.929 -0.063 -0.391
O -2.902 -0.250 0.794
H -3.836 0.130 -0.992
H -1.995 -0.153 -0.927

Atoms 1-6, force components in eV/Å:
F -0.0810 0.2735 -0.6481
C 0.7927 -1.0727 -0.8815
N -0.6935 1.7357 1.6111
C -2.3656 -0.8629 -1.4806
C -0.2742 1.8560 -0.4432
C 0.7034 -0.8398 1.1352

Calculated values
ΔE to the lowest compared entry with this formula, charge and spin: 31.8 kcal per mole
Largest force on an atom: 0.090 hartree/bohr
Calculated total energy: -463.19897 a.u.
Total charge: 0
Kohn-Sham gap: 0.37057 Ha
HOMO: -9.4 eV
SMILES: FC1=NCCC=C1.C=O

Results of the Mulliken charge analysis, in e, for atoms 1 through 2:
1 F -0.275
2 C 0.469

=====

No. 5
DFT (the ωB97M-V functional and the def2-TZVPD basis) results for one molecule with the formula C6H8FNO2 in a non-equilibrium geometry.

Atoms and positions in Å:
C -2.014 -1.835 0.423
C -0.630 -0.042 1.309
C -2.673 0.476 0.248
C 1.456 1.097 1.112
C 0.610 -0.075 -0.981
C 0.713 -0.083 0.600
N -2.843 -1.005 -0.060
O -3.519 1.176 -0.211
O -1.483 0.749 0.708
F 1.324 -1.234 1.028
H -2.215 -2.840 0.173
H 1.456 1.063 2.148
H 2.510 0.808 0.839
H 1.114 1.992 0.565
H 0.289 0.918 -1.358
H -0.243 -0.813 -1.319
H 1.599 -0.279 -1.207
H -3.724 -1.226 -0.629

Atoms 1-6, force components in eV/Å:
C 1.8281 1.4616 0.2985
C 0.8812 -2.9106 2.3216
C -0.5701 -1.7105 -2.3971
C 1.9765 -0.4528 -2.5055
C -3.3782 -0.2526 1.6928
C -2.8870 0.0663 -1.7498

Calculated values
ΔE to the lowest compared entry with this formula, charge and spin: 136.8 kcal per mole
Largest force on an atom: 0.074 hartree/bohr
Calculated total energy: -538.31642 a.u.
Total charge: 0
Kohn-Sham gap: 0.29056 Ha
HOMO: -7.7 eV

Results of the Mulliken charge analysis, in e, for atoms 1 through 2:
1 C -0.358
2 C -0.946

=====

No. 6
DFT (the ωB97M-V functional and the def2-TZVPD basis) results for C6H8GaLiO6 as an isolated structure in a non-equilibrium geometry.

Atoms and positions in Å:
Li -2.764 -2.165 -0.909
O -2.646 -0.378 -0.077
O -1.533 0.728 1.569
C 1.882 -0.311 -0.506
C 0.909 -0.173 0.635
O -0.763 0.671 -0.453
C -1.752 0.362 0.342
H 1.966 0.591 -1.124
H 1.573 -1.464 0.092
H 2.910 -0.369 -0.126
H 0.881 -1.030 1.328
Ga -1.629 0.363 -2.162
O -1.595 -1.734 -2.287
O 0.625 -2.121 -2.025
C -0.406 1.614 1.843
C 0.928 0.925 1.685
O -0.178 -0.498 -3.303
C -0.340 -1.604 -2.651
H -0.398 2.467 1.153
H -0.567 1.977 2.863
H 1.194 0.480 2.654
H 1.704 1.668 1.459

Atoms 1-6, force components in eV/Å:
Li -0.0876 -0.4111 0.0180
O -0.8983 0.6888 -0.0913
O -1.1412 -0.2591 0.0267
C -2.7614 -1.9034 5.1132
C 5.5078 2.1026 2.0349
O 0.1473 0.6725 -2.0916

Calculated values
ΔE to the lowest compared entry with this formula, charge and spin: 98.8 kcal per mole
Largest force on an atom: 0.121 hartree/bohr
Calculated total energy: -2616.32842 a.u.
Total charge: +2
Kohn-Sham gap (spin up / spin down): 0.20444 / 0.19051 Ha
HOMO (spin up / spin down): -17.5 / -17.2 eV

Results of the Mulliken charge analysis, in e, for atoms 1 through 2:
1 Li 0.954
2 O -0.741

=====

No. 7
DFT (the ωB97M-V functional and the def2-TZVPD basis) results for an isolated ion of composition C6H8IN2O3 and charge +1 in a non-equilibrium geometry.

Atoms and positions in Å:
C 1.171 0.693 -0.472
C 0.022 -0.003 0.223
N -1.145 0.156 -0.659
C 0.060 0.404 1.785
O -0.510 1.253 2.391
N 0.570 -0.785 2.064
C 0.391 -1.426 0.805
C 1.600 -2.089 0.116
O 2.650 -2.314 0.564
C 1.147 -2.218 -1.382
O 0.135 -1.760 -1.907
I 2.573 -3.127 -2.595
H 1.400 0.596 -1.506
H 2.085 0.606 0.070
H 0.973 1.729 -0.336
H -2.113 0.066 -0.192
H -1.070 -0.474 -1.517
H -1.273 1.183 -0.807
H 0.850 -1.277 2.883
H -0.395 -2.270 0.938

Atoms 1-6, force components in eV/Å:
C 0.0578 0.7609 0.8334
C 1.4058 -0.9679 0.1252
N -3.3146 1.2314 1.2322
C -2.9352 0.1789 -1.1840
O 0.6762 0.7710 0.1335
N 1.6174 -1.4259 0.4780

Calculated values
ΔE to the lowest compared entry with this formula, charge and spin: 0.0 kcal per mole
Largest force on an atom: 0.079 hartree/bohr
Calculated total energy: -866.04334 a.u.
Total charge: +1
Kohn-Sham gap: 0.30596 Ha
HOMO: -13.4 eV
SMILES: C[C@]1([NH3+])C(=O)N[C@@H]1C(=O)C(=O)I

Results of the Mulliken charge analysis, in e, for atoms 1 through 2:
1 C -1.828
2 C 0.452

=====

No. 8
DFT (the ωB97M-V functional and the def2-TZVPD basis) results for C6H8IN2O7PtS4Sb as an isolated structure.

Atoms and positions in Å:
Pt 0.304 0.362 -0.662
S 0.673 -3.016 2.852
Sb 1.842 -1.167 2.510
S 2.276 -0.027 0.519
S 2.947 -0.171 4.155
O -0.719 0.650 -4.399
S -0.206 0.544 -3.072
O 0.146 -0.860 -2.622
O -1.221 0.942 -1.986
O 1.003 1.357 -2.734
N 0.814 -3.713 -2.664
C 0.601 -3.304 -1.368
O 1.505 -3.037 -0.612
C -0.855 -3.365 -0.941
I -1.523 -1.693 0.190
H 1.747 -3.500 -2.988
H 0.092 -3.482 -3.327
H -0.975 -4.234 -0.296
H -1.529 -3.436 -1.789
O -2.132 0.722 1.549
C -1.312 1.619 1.522
C -1.395 2.868 2.378
C -0.204 3.715 1.949
C 0.515 2.871 0.912
O 1.498 3.194 0.303
N -0.172 1.663 0.767
H -1.352 2.553 3.421
H -2.363 3.339 2.216
H 0.488 3.956 2.754
H -0.492 4.649 1.465

Atoms 1-6, force components in eV/Å:
Pt -0.6875 -0.6672 0.1184
S 0.0323 0.0344 -0.0089
Sb 0.0737 0.0174 -0.0087
S -0.1278 -0.1509 -0.0430
S 0.0337 0.0016 0.0040
O 0.0100 -0.0639 -0.0438

Calculated values
ΔE to the lowest compared entry with this formula, charge and spin: 38.3 kcal per mole
Spin multiplicity: 2
Largest force on an atom: 0.019 hartree/bohr
Calculated total energy: -3119.78811 a.u.
Total charge: -1
Expectation value of S²: 0.7548
Kohn-Sham gap (spin up / spin down): 0.26930 / 0.24680 Ha
HOMO (spin up / spin down): -6.0 / -6.0 eV

Results of the Mulliken charge analysis, in e, for atoms 1 through 2:
1 Pt 1.498
2 S -0.488